(1)
{"formula": "C3H4F8MgNO5S2", "method": "wB97M-V/def2-TZVPD", "charge": -1, "energy_ha": -2342.85798, "homo_energy_ev": -6.92, "gap_ha": 0.1702, "e_above_lowest_ev": 11.8948, "elements": ["Mg", "C", "F", "F", "F", "S", "O", "O", "N", "S", "O", "O", "C", "F", "F", "F", "F", "F", "C", "O", "H", "H", "H", "H"], "coordinates": [[-0.239, 2.272, 1.178], [0.876, -2.558, -1.446], [1.723, -2.405, -0.430], [1.174, -1.695, -2.436], [1.017, -3.792, -1.958], [-0.957, -2.254, -0.900], [-1.738, -3.320, -1.506], [-1.041, -2.253, 0.543], [-1.196, -0.554, -1.375], [-2.150, -0.716, -2.580], [-1.679, -1.523, -3.714], [-3.454, -1.079, -2.021], [-2.476, 1.083, -3.270], [-3.464, 0.999, -4.125], [-2.836, 1.981, -2.312], [-1.342, 1.443, -3.881], [0.589, 5.000, -0.689], [-2.329, 3.218, 3.610], [3.122, 1.061, 4.903], [3.001, 1.209, 3.572], [2.174, 1.013, 5.439], [3.538, 0.053, 4.925], [3.821, 1.820, 5.254], [3.866, 0.996, 3.216]], "atomic_forces_ev_per_a": [[-1.0, 1.7, 0.1], [-0.7, 0.1, -1.1], [-0.1, 0.1, -0.2], [0.1, -0.3, 0.8], [-0.1, 0.5, 0.6], [-1.1, 0.4, 1.0], [1.3, 1.5, -0.1], [1.1, 0.5, -0.4], [2.6, -2.6, 1.5], [-4.1, -0.7, -2.0], [-0.2, 1.7, 1.1], [0.5, 0.6, -1.2], [1.0, -1.4, 1.4], [-0.2, 0.1, -0.5], [0.7, -0.6, -0.7], [-0.5, 0.7, 0.1], [-0.3, -1.5, 1.0], [1.3, -0.6, -1.3], [1.0, -1.5, 2.0], [-1.2, 1.2, -4.0], [0.0, 0.5, -0.2], [0.4, -0.2, 1.6], [-0.2, -0.1, 0.9], [-0.2, 0.1, -0.4]]}

***

(2)
{"formula": "C9H10N2", "method": "wB97M-V/def2-TZVPD", "charge": 0, "energy_ha": -458.25425, "homo_energy_ev": -9.23, "gap_ha": 0.3435, "e_above_lowest_ev": 5.8819, "elements": ["C", "C", "C", "C", "C", "C", "H", "H", "H", "H", "C", "C", "N", "C", "N", "H", "H", "H", "H", "H", "H"], "coordinates": [[2.188, -1.224, 0.030], [2.996, -0.645, -0.841], [2.995, 0.782, -0.657], [2.445, 1.237, 0.510], [1.806, 0.443, 1.490], [1.720, -0.871, 1.170], [3.454, -1.009, -1.741], [3.389, 1.320, -1.477], [2.262, 2.248, 0.787], [1.506, 0.894, 2.397], [-2.827, -1.623, -0.683], [-2.886, -0.676, 0.484], [-1.727, 0.211, 0.552], [-1.241, 1.096, -0.097], [-0.491, 1.989, -0.566], [-2.967, -1.168, -1.724], [-1.890, -2.084, -0.583], [-3.608, -2.301, -0.671], [-3.753, -0.072, 0.493], [-2.692, -1.426, 1.307], [-0.680, 2.880, -0.180]], "atomic_forces_ev_per_a": [[-1.1, -0.6, 3.5], [0.4, 1.4, -2.0], [-0.3, -2.1, 0.9], [-1.0, 0.8, 0.8], [0.4, 0.3, -0.4], [0.9, -1.7, -2.7], [0.1, -0.5, -0.1], [0.4, 1.0, -0.3], [0.8, 1.1, -0.5], [-0.5, 0.4, 0.8], [0.0, 2.6, -2.4], [2.0, -1.2, 0.4], [-0.3, -0.5, -0.4], [1.4, 1.4, 0.2], [-1.0, -2.3, -0.2], [0.7, -0.1, 1.4], [1.2, -1.0, -0.5], [-1.5, -1.7, 0.6], [-1.2, 0.2, 0.6], [-1.1, 1.4, -0.1], [-0.2, 1.2, 0.3]]}

***

(3)
{"formula": "C49H43AsBr2F5NO3P2TeTi", "method": "wB97M-V/def2-TZVPD", "charge": 1, "energy_ha": -11856.85694, "multiplicity": 2, "homo_energy_ev": [-10.12, -10.15], "s2": 0.7524, "gap_ha": [0.2744, 0.2753], "e_above_lowest_ev": 0.3315, "elements": ["Ti", "C", "C", "C", "C", "C", "C", "Br", "C", "C", "Br", "C", "O", "C", "N", "H", "H", "H", "H", "H", "H", "O", "C", "C", "C", "C", "C", "C", "P", "C", "C", "C", "C", "C", "C", "C", "C", "C", "C", "C", "C", "C", "C", "C", "C", "C", "C", "P", "C", "C", "C", "C", "C", "C", "C", "C", "C", "C", "C", "C", "H", "H", "H", "H", "H", "H", "H", "H", "H", "H", "H", "H", "H", "H", "H", "H", "H", "H", "H", "H", "H", "H", "H", "H", "H", "H", "H", "H", "C", "As", "C", "C", "H", "H", "H", "H", "H", "H", "H", "H", "H", "F", "Te", "F", "F", "F", "F", "O"], "coordinates": [[-16.056, -13.062, -2.415], [-12.788, -12.787, -3.635], [-12.991, -11.816, -2.534], [-12.045, -10.868, -2.198], [-12.151, -10.144, -1.068], [-13.332, -10.270, -0.282], [-13.635, -9.596, 0.936], [-12.650, -8.222, 1.748], [-14.786, -9.958, 1.614], [-15.723, -10.914, 1.135], [-17.346, -11.337, 2.133], [-15.493, -11.459, -0.104], [-16.276, -12.388, -0.683], [-14.307, -11.133, -0.792], [-14.098, -11.966, -1.866], [-13.108, -12.354, -4.631], [-13.342, -13.698, -3.500], [-11.744, -13.007, -3.776], [-11.206, -10.845, -2.851], [-11.342, -9.482, -0.786], [-15.020, -9.489, 2.565], [-16.856, -16.537, -3.624], [-16.350, -17.242, -4.657], [-16.057, -18.611, -4.674], [-15.539, -19.199, -5.795], [-15.256, -18.436, -6.902], [-15.314, -17.066, -6.826], [-15.877, -16.431, -5.726], [-15.682, -14.630, -5.503], [-14.086, -14.319, -6.142], [-12.988, -15.018, -5.634], [-11.674, -14.711, -6.027], [-11.547, -13.691, -6.977], [-12.615, -12.983, -7.486], [-13.872, -13.318, -7.060], [-16.795, -13.716, -6.543], [-17.065, -12.374, -6.216], [-17.968, -11.643, -6.996], [-18.583, -12.194, -8.109], [-18.323, -13.530, -8.391], [-17.495, -14.280, -7.599], [-17.513, -17.189, -2.543], [-18.562, -18.051, -2.761], [-19.197, -18.658, -1.701], [-18.739, -18.494, -0.385], [-17.688, -17.630, -0.201], [-17.058, -16.936, -1.274], [-15.673, -15.726, -1.077], [-15.371, -15.693, 0.674], [-14.400, -16.344, 1.362], [-14.250, -16.224, 2.744], [-15.256, -15.574, 3.442], [-16.354, -14.986, 2.777], [-16.325, -14.933, 1.381], [-14.310, -16.646, -1.767], [-13.152, -15.945, -2.009], [-12.019, -16.546, -2.563], [-12.058, -17.897, -2.896], [-13.191, -18.628, -2.543], [-14.288, -18.033, -1.994], [-16.333, -19.158, -3.822], [-15.395, -20.269, -5.847], [-14.831, -18.908, -7.761], [-14.920, -16.469, -7.654], [-13.196, -15.738, -4.839], [-10.795, -15.186, -5.647], [-10.567, -13.417, -7.312], [-12.421, -12.221, -8.249], [-14.715, -12.746, -7.481], [-16.575, -11.950, -5.350], [-18.134, -10.596, -6.727], [-19.261, -11.581, -8.722], [-18.751, -13.939, -9.249], [-17.286, -15.346, -7.846], [-18.885, -18.234, -3.799], [-20.109, -19.203, -1.896], [-19.199, -18.998, 0.472], [-17.226, -17.389, 0.774], [-13.704, -16.956, 0.773], [-13.443, -16.727, 3.193], [-15.146, -15.440, 4.531], [-17.145, -14.457, 3.306], [-17.004, -14.313, 0.859], [-13.190, -14.866, -1.906], [-11.110, -15.999, -2.801], [-11.194, -18.403, -3.311], [-13.169, -19.642, -2.820], [-15.133, -18.625, -1.709], [-19.884, -13.299, -0.752], [-19.004, -13.140, -2.453], [-19.344, -11.180, -2.595], [-20.269, -13.943, -3.617], [-20.839, -12.772, -0.831], [-19.321, -12.742, 0.008], [-20.099, -14.262, -0.343], [-20.315, -10.980, -2.190], [-19.202, -10.899, -3.637], [-18.596, -10.640, -1.976], [-19.901, -14.138, -4.638], [-21.120, -13.304, -3.772], [-20.654, -14.858, -3.254], [-14.540, -7.634, -6.264], [-15.626, -9.106, -5.859], [-14.073, -10.026, -5.341], [-17.064, -7.949, -6.308], [-16.409, -11.405, -3.282], [-15.881, -8.517, -4.156], [-15.809, -14.112, -4.081]], "atomic_forces_ev_per_a": [[-0.3, 0.7, 0.3], [0.1, 1.1, -1.7], [-1.0, -1.2, -0.6], [0.6, -0.1, -0.2], [-0.2, 0.7, 0.6], [0.3, 0.7, -0.1], [-1.3, -0.9, 0.4], [0.5, 0.0, -0.3], [-0.4, -0.1, 0.2], [0.0, 0.5, 0.0], [1.2, 0.3, -0.7], [-1.2, -0.9, 0.2], [0.0, 0.4, 0.8], [0.2, -1.1, 0.2], [-0.6, 0.4, 0.4], [0.2, -0.2, 1.1], [-0.2, -0.2, 0.2], [0.5, -0.2, 0.1], [0.8, 0.4, -0.2], [-0.2, 0.1, 0.2], [0.1, 0.0, -0.1], [-1.0, -0.6, 1.2], [1.3, 0.5, -1.0], [-0.9, 1.3, 0.1], [-0.3, -0.4, -0.2], [0.7, 0.0, -0.2], [-0.1, 0.7, -0.7], [-0.3, 0.0, 1.2], [-0.7, -0.6, -0.2], [1.3, -0.2, 0.0], [0.6, -0.3, 0.5], [-1.9, 0.7, -0.7], [0.7, -0.2, 0.3], [0.7, 0.0, -0.5], [-1.4, 1.2, -1.0], [-1.2, 0.7, 0.3], [-0.2, -0.5, -0.5], [0.5, 0.5, 0.6], [0.0, 0.1, 0.3], [-0.1, 1.1, 0.3], [1.2, -1.6, -0.2], [0.8, 0.1, -0.9], [-0.5, -0.1, -1.2], [-0.4, -0.1, 0.5], [-0.2, 0.1, -0.3], [1.7, 1.3, 0.2], [-0.1, -0.1, 1.0], [-0.8, 0.4, -0.9], [-1.6, 1.2, 0.5], [1.6, -1.1, -0.2], [-1.6, 0.2, -1.1], [-0.2, 0.5, 0.8], [0.9, 0.3, -0.6], [0.7, -0.9, 1.2], [0.6, -1.2, 0.0], [0.6, 0.7, -0.8], [0.1, -0.4, -0.3], [-0.1, 0.5, 0.9], [1.0, 0.5, -0.8], [-0.5, 0.8, 0.5], [-0.2, -0.9, 0.9], [0.1, -0.1, 0.2], [0.1, -0.1, -0.5], [-0.1, -0.2, 0.3], [0.3, -0.1, -0.3], [0.2, -0.4, 0.3], [0.4, 0.0, -0.1], [-0.3, -0.2, 0.4], [0.4, -0.4, 0.3], [-0.1, 0.2, 0.1], [-0.2, -0.3, -0.2], [0.4, -0.5, 0.3], [-0.7, -0.8, -1.2], [-0.4, 0.9, 0.1], [0.0, 0.1, 0.6], [0.1, -0.3, 0.0], [0.1, 0.2, -0.5], [-0.7, -0.5, -0.3], [-0.1, 0.2, 0.5], [0.8, -0.3, 0.8], [-0.3, -0.3, -0.6], [0.3, -0.1, 0.1], [-0.9, 0.4, -0.5], [0.3, 0.0, 0.4], [-0.3, 0.2, 0.2], [-0.1, 0.1, -0.1], [-0.3, -1.3, 0.1], [-0.4, -0.3, 0.0], [-0.5, 1.0, 0.7], [1.5, 0.9, 0.7], [1.2, -0.7, 0.2], [-0.3, 0.4, -1.8], [0.0, -0.1, -0.1], [0.1, -0.1, -0.3], [0.1, -0.9, -0.1], [-0.7, 0.2, -0.2], [-0.2, 0.2, 0.1], [-0.3, -0.5, -0.5], [0.3, 0.1, 0.5], [-0.5, 0.5, 0.2], [-0.2, -1.1, 0.7], [-0.2, -0.8, 0.0], [-0.5, 0.9, -0.9], [1.3, -0.4, 0.6], [-0.5, 0.4, -0.2], [0.2, -0.4, -0.3], [0.1, -0.1, 0.7], [0.3, -0.3, -0.1]]}

***

(4)
{"formula": "C5H8FI", "method": "wB97M-V/def2-TZVPD", "charge": 0, "energy_ha": -592.78284, "homo_energy_ev": -8.44, "gap_ha": 0.3349, "e_above_lowest_ev": 1.1053, "elements": ["C", "C", "C", "C", "F", "C", "I", "H", "H", "H", "H", "H", "H", "H", "H"], "coordinates": [[-0.699, -1.552, -0.129], [-0.026, -0.287, 0.392], [1.424, -0.463, 0.773], [-0.174, 0.803, -0.606], [0.566, 0.735, -1.758], [-0.795, 2.158, -0.303], [-0.873, 3.581, -1.813], [-0.409, -1.872, -1.082], [-1.799, -1.504, -0.322], [-0.353, -2.314, 0.439], [-0.785, 0.136, 1.134], [1.963, -1.105, 0.010], [1.948, 0.437, 1.136], [1.613, -1.112, 1.700], [-1.601, 2.360, 0.430]], "atomic_forces_ev_per_a": [[-1.5, 1.7, -1.3], [-2.4, 1.2, -0.4], [1.5, -2.1, 1.9], [-1.5, 6.7, 0.4], [-0.8, -0.2, 1.2], [1.4, -5.4, -1.7], [0.2, 0.0, 0.0], [1.2, 0.1, -1.8], [0.7, 0.1, 1.1], [0.2, -2.7, 2.3], [1.6, -0.7, 0.1], [-0.4, 1.4, 0.4], [-0.2, 0.0, -1.1], [-1.0, 0.5, -1.0], [1.1, -0.7, -0.2]]}